# 1
{"formula": "C7H6F4N2O", "method": "ωB97M-V/def2-TZVPD", "de_lowest_ev": 0.000, "total_energy_ha": -854.514126, "total_charge": 0, "multiplicity": 1, "orbital_gap_ev": 9.36, "smiles": "NC(=O)[C@@H]1C(F)=C(F)C=C(F)[C@@]1(N)F", "e_homo_ha": -0.3275, "elements": ["C", "C", "C", "C", "C", "C", "C", "N", "N", "O", "F", "F", "F", "F", "H", "H", "H", "H", "H", "H"], "positions_angstrom": [[1.518, -1.513, -0.272], [1.373, -0.863, -1.563], [1.238, -0.861, 0.872], [0.663, 0.241, -1.761], [-1.471, -0.237, -0.419], [-0.199, 0.681, -0.590], [0.549, 0.549, 0.770], [-2.543, 0.501, -0.023], [-0.296, 0.758, 1.951], [-1.520, -1.436, -0.505], [1.975, -1.559, -2.576], [1.576, -1.270, 2.107], [0.386, 0.749, -2.971], [1.585, 1.521, 0.733], [1.609, -2.633, -0.283], [-0.558, 1.707, -0.741], [-2.493, 1.549, 0.115], [-3.274, 0.018, 0.474], [0.340, 0.425, 2.723], [-0.457, 1.674, 1.960]]}

***

# 2
{"formula": "C3H8BrNS", "method": "ωB97M-V/def2-TZVPD", "de_lowest_ev": 0.431, "total_energy_ha": -3145.952224, "total_charge": 0, "multiplicity": 1, "orbital_gap_ev": 8.60, "e_homo_ha": -0.3193, "elements": ["C", "C", "C", "N", "S", "Br", "H", "H", "H", "H", "H", "H", "H", "H"], "positions_angstrom": [[0.158, -1.998, -0.667], [-0.436, -0.798, 0.003], [0.532, 0.422, 0.395], [-0.233, 1.616, 0.597], [-0.219, 2.550, -0.742], [0.440, 2.621, 2.141], [0.609, -1.484, -1.569], [1.029, -2.382, -0.178], [-0.514, -2.667, -0.942], [-0.834, -1.151, 0.883], [-1.176, -0.452, -0.687], [0.803, 0.053, 1.376], [1.208, 0.568, -0.436], [-1.366, 3.103, -0.174]]}

***

# 3
{"formula": "C5H13N3O4P", "method": "ωB97M-V/def2-TZVPD", "de_lowest_ev": 1.094, "total_energy_ha": -1005.005742, "total_charge": -1, "multiplicity": 1, "orbital_gap_ev": 8.61, "e_homo_ha": -0.1907, "elements": ["C", "C", "C", "C", "C", "N", "N", "N", "O", "O", "O", "O", "P", "H", "H", "H", "H", "H", "H", "H", "H", "H", "H", "H", "H", "H"], "positions_angstrom": [[3.731, 0.307, -0.576], [2.194, -0.773, 1.046], [-4.429, -0.828, -1.502], [2.275, 0.326, -0.009], [-3.469, -0.031, -0.990], [4.778, 0.367, 0.112], [-1.475, -1.132, 1.366], [1.443, 0.216, -1.133], [-2.734, 1.206, 2.244], [-1.165, 1.352, 0.203], [3.733, 0.382, -1.856], [-3.469, 0.482, 0.196], [-1.953, 0.393, 1.026], [1.108, -0.862, 1.396], [2.385, -1.749, 0.518], [2.821, -0.535, 1.876], [0.568, 0.786, -0.987], [-4.630, -1.079, -2.557], [-5.323, -1.048, -0.938], [2.272, 1.269, 0.509], [-2.601, 0.216, -1.654], [4.671, 0.476, 1.166], [-2.180, -1.495, 2.069], [2.750, 0.441, -2.062], [-2.658, 2.122, 1.954], [1.357, -0.812, -1.417]]}

***

# 4
{"formula": "C19H23F6MoO2", "method": "ωB97M-V/def2-TZVPD", "de_lowest_ev": 0.024, "total_energy_ha": -1555.586040, "total_charge": -1, "s2": 2.02, "multiplicity": 3, "orbital_gap_ev": [5.21, 6.08], "e_homo_ha": [-0.0743, -0.1089], "elements": ["Mo", "C", "C", "C", "H", "C", "C", "H", "H", "H", "H", "C", "C", "C", "H", "C", "C", "H", "H", "H", "H", "O", "C", "C", "C", "C", "C", "H", "H", "H", "H", "H", "H", "H", "H", "H", "H", "C", "C", "O", "C", "F", "F", "F", "C", "F", "F", "F", "H", "H", "H"], "positions_angstrom": [[0.066, -0.352, 0.287], [2.093, 0.093, 1.457], [2.447, -0.724, 0.332], [2.178, 0.023, -0.868], [2.940, -1.689, 0.378], [1.626, 1.283, -0.482], [1.555, 1.321, 0.955], [1.234, 2.161, 1.575], [2.257, -0.147, 2.503], [2.427, -0.273, -1.881], [1.395, 2.093, -1.177], [-2.249, -0.120, 0.853], [-1.497, 1.043, 1.263], [-1.133, 1.762, 0.070], [-1.309, 1.360, 2.290], [-1.626, 1.041, -1.057], [-2.296, -0.128, -0.584], [-2.820, -0.855, -1.198], [-2.770, -0.806, 1.508], [-0.654, 2.739, 0.033], [-1.609, 1.384, -2.088], [-0.223, -2.239, -0.755], [-0.350, -0.310, -4.147], [0.201, -1.521, -3.566], [0.487, 0.877, -4.352], [-1.782, -0.264, -4.491], [0.349, -2.463, -1.962], [1.285, -1.542, -3.772], [-0.242, -2.381, -4.099], [0.037, -3.443, -2.352], [1.446, -2.465, -1.858], [0.367, 1.223, -5.396], [1.556, 0.673, -4.170], [0.161, 1.726, -3.719], [-1.903, -0.352, -5.590], [-2.231, 0.707, -4.220], [-2.348, -1.080, -4.011], [-1.224, -3.284, 1.875], [-0.222, -2.428, 2.628], [-0.026, -1.137, 2.184], [-0.723, -2.267, 4.121], [-0.919, -3.453, 4.773], [0.115, -1.507, 4.864], [-1.930, -1.623, 4.069], [1.150, -3.212, 2.605], [1.038, -4.477, 3.102], [1.556, -3.324, 1.301], [2.127, -2.567, 3.283], [-2.157, -2.719, 1.772], [-1.395, -4.204, 2.453], [-0.827, -3.508, 0.874]]}